Record 1
Below is a cluster of 20 separate species, C75H185N5O20 in total at a distorted geometry, with properties calculated with ωB97M-V/def2-TZVPD.

The geometry in XYZ format:
```
285
C75H185N5O20, DFT ωB97M-V/def2-TZVPD
C -22.428 -0.767 -24.413
H -18.158 -0.431 -24.491
H -21.885 -2.981 -27.837
H -22.372 2.173 -26.644
H -17.808 8.161 -28.924
H -17.460 -2.890 -35.578
H -13.543 -1.593 -33.462
C -22.414 -1.744 -25.570
H -14.721 0.528 -25.502
C -11.081 3.753 -33.654
H -20.920 3.917 -25.236
H -11.243 3.486 -23.935
C -18.451 3.602 -29.838
H -17.353 -4.225 -29.063
H -11.558 -2.287 -28.463
O -15.406 8.628 -26.163
C -26.403 3.223 -28.225
C -11.791 -0.608 -27.552
C -17.029 6.084 -23.954
H -9.809 3.154 -29.312
H -9.527 6.479 -26.577
H -18.449 4.123 -27.626
H -15.069 3.731 -26.542
H -22.825 -2.667 -25.199
H -19.282 -2.347 -29.369
H -15.854 6.697 -31.722
N -19.490 6.123 -24.448
H -17.178 -0.260 -33.186
H -13.669 9.071 -25.255
H -6.536 4.077 -25.063
C -10.866 4.371 -27.002
H -16.446 10.039 -30.617
C -6.883 5.814 -26.945
H -18.320 4.146 -30.773
C -13.144 3.165 -24.193
H -12.633 4.520 -32.183
H -16.666 2.993 -26.875
H -20.178 4.125 -36.738
C -17.817 1.497 -28.679
H -11.543 2.059 -34.627
H -16.400 -1.745 -33.578
H -17.110 -1.819 -30.460
H -18.484 0.699 -28.985
H -24.024 1.419 -29.850
H -21.540 -1.388 -31.999
O -13.525 1.450 -31.969
H -16.585 5.687 -29.610
H -16.521 3.811 -33.641
H -25.403 5.657 -29.890
H -15.424 5.221 -35.210
H -16.442 0.816 -25.639
H -21.471 -0.581 -22.457
H -5.869 6.194 -27.101
H -6.864 4.338 -29.352
H -12.216 6.283 -29.846
H -14.773 7.901 -29.463
H -19.612 0.438 -24.845
H -16.606 8.680 -32.627
C -14.448 8.307 -25.203
H -18.756 3.352 -23.123
H -8.472 2.337 -27.881
H -11.420 4.284 -34.547
H -21.898 -2.182 -23.000
C -22.214 3.726 -28.062
C -18.248 4.574 -28.613
C -19.332 -2.193 -22.648
C -15.653 8.645 -32.076
H -20.352 -0.137 -32.535
O -16.027 4.981 -32.018
H -14.676 2.156 -30.790
O -16.934 -1.462 -26.973
H -14.846 -1.630 -26.611
H -19.861 3.672 -33.763
O -22.790 -0.036 -33.980
H -17.087 8.033 -26.574
H -12.213 8.299 -28.268
H -12.659 -0.379 -31.420
C -13.338 -0.514 -33.448
C -22.400 5.803 -29.247
O -12.037 3.553 -23.387
H -10.993 3.289 -27.036
H -22.765 6.199 -28.310
H -19.361 1.961 -33.913
O -18.006 7.834 -26.853
C -18.299 8.565 -28.030
H -20.146 4.421 -21.583
C -22.757 2.405 -27.642
H -7.025 6.031 -25.898
H -10.672 4.540 -29.527
H -19.943 9.074 -29.368
H -18.533 7.537 -33.260
H -20.894 7.320 -22.506
H -10.883 -0.536 -26.968
C -15.589 5.658 -34.245
H -20.426 7.541 -31.659
H -24.687 1.518 -27.132
H -23.294 3.750 -31.351
C -17.546 2.430 -29.846
C -15.678 3.224 -27.291
C -13.827 6.843 -25.425
C -18.356 -1.499 -34.492
H -12.776 7.297 -31.126
H -19.666 6.386 -35.043
C -14.395 3.053 -23.356
H -24.406 3.258 -26.659
H -26.403 3.945 -27.405
H -21.305 5.832 -29.164
H -12.739 9.386 -29.469
H -18.938 5.408 -28.749
C -15.641 -0.880 -26.812
C -6.405 3.851 -28.478
O -18.184 -2.274 -35.696
H -15.092 8.502 -27.084
O -19.306 5.755 -25.775
H -12.922 2.218 -24.682
O -16.843 -3.408 -29.248
N -16.132 3.018 -29.813
H -13.696 3.597 -28.879
H -9.957 6.789 -28.255
H -22.040 5.972 -22.299
H -22.260 2.664 -30.527
H -14.830 8.579 -32.784
C -9.298 6.211 -27.609
N -24.356 4.322 -29.107
H -22.813 6.365 -30.113
H -17.972 9.608 -27.988
H -15.186 2.269 -27.470
H -11.226 3.638 -31.610
H -12.309 -0.337 -33.779
H -16.692 5.839 -24.975
H -22.275 1.469 -32.703
O -20.063 6.695 -34.226
C -25.006 2.986 -28.697
C -22.465 3.743 -30.634
O -19.363 4.340 -36.281
C -21.326 4.334 -24.297
N -20.165 -2.470 -24.961
H -25.725 1.201 -29.379
C -19.179 -0.261 -24.135
H -13.200 0.680 -28.527
H -14.381 4.882 -29.925
C -7.026 4.348 -27.159
C -18.340 5.421 -23.651
N -8.442 4.018 -26.929
H -25.178 2.198 -30.772
H -19.508 3.339 -29.867
C -16.768 5.108 -28.698
C -19.868 6.616 -31.807
C -18.563 5.742 -22.184
H -22.371 1.587 -28.237
H -23.383 0.239 -32.027
H -5.153 4.087 -26.169
H -14.961 8.385 -24.233
H -16.237 5.696 -23.314
H -9.981 3.799 -33.611
H -15.299 -0.363 -27.713
C -7.812 6.676 -27.808
H -14.631 9.966 -30.670
H -10.829 4.721 -25.988
H -18.960 6.581 -26.197
H -5.306 3.947 -28.408
H -14.422 -0.264 -31.527
H -12.507 1.361 -27.051
H -18.570 -2.292 -25.942
C -17.467 -2.834 -30.409
H -6.515 2.767 -28.535
H -7.720 7.722 -27.557
H -18.230 -2.191 -22.845
H -19.624 -3.244 -22.626
H -14.070 5.246 -28.294
H -14.259 2.386 -22.500
H -19.166 6.504 -30.990
O -18.944 -3.025 -25.458
H -14.665 4.038 -22.963
C -19.107 6.623 -33.161
C -19.009 -2.823 -30.304
C -18.286 3.932 -23.930
C -17.857 1.678 -31.094
H -18.905 2.319 -36.355
H -21.899 6.507 -25.881
H -15.821 -0.616 -24.772
H -11.176 7.527 -30.372
H -19.477 -2.308 -31.134
C -6.179 3.737 -26.019
C -13.480 0.032 -32.002
H -16.626 5.806 -27.862
C -21.131 -3.144 -27.073
C -15.682 0.030 -25.636
C -22.901 4.326 -29.300
H -27.067 3.629 -29.025
O -11.510 -1.371 -28.721
C -20.906 5.814 -24.054
C -9.545 4.693 -27.723
H -17.821 5.133 -21.642
O -15.636 7.496 -31.207
H -21.613 4.237 -31.088
H -11.536 1.400 -28.509
C -21.863 6.744 -24.806
H -21.460 7.767 -24.715
H -18.357 6.805 -22.059
O -11.532 2.382 -33.704
H -20.461 8.945 -27.608
H -14.582 6.046 -25.420
H -16.264 4.256 -31.381
C -19.996 5.516 -21.658
O -25.030 4.844 -30.214
C -11.559 4.363 -32.341
H -18.659 3.639 -24.899
H -21.392 -4.081 -26.579
C -24.995 1.909 -29.758
H -15.526 10.814 -31.899
H -21.134 0.108 -31.030
H -22.887 6.716 -24.428
H -18.337 2.057 -27.898
H -19.474 -3.817 -30.284
H -22.345 4.421 -27.222
H -20.813 2.661 -34.770
C -14.391 4.431 -28.928
H -19.595 -1.782 -21.676
C -21.430 -1.247 -23.319
H -17.018 7.161 -23.897
H -21.142 3.670 -28.220
H -19.006 0.293 -23.202
H -6.263 2.653 -26.078
H -13.028 6.734 -24.695
C -20.053 -1.504 -23.812
O -15.213 1.992 -29.976
H -18.835 -2.113 -33.713
C -19.768 2.826 -34.446
C -24.269 2.495 -27.431
H -26.875 2.337 -27.796
H -12.808 1.814 -32.523
H -8.949 4.631 -29.861
C -20.591 -0.783 -27.012
H -14.738 6.275 -33.927
H -22.198 0.287 -24.673
H -14.053 -0.129 -34.175
H -13.322 3.821 -25.053
H -23.014 -1.435 -26.426
H -18.982 -0.672 -34.788
H -18.892 1.400 -31.133
H -17.233 0.802 -31.183
C -21.302 -0.304 -32.041
C -15.757 3.946 -28.659
H -19.501 -0.856 -27.181
C -19.798 8.565 -28.405
H -17.913 3.317 -35.282
H -17.159 -3.325 -31.355
H -21.086 -0.874 -27.975
O -14.124 7.917 -28.740
H -11.709 4.804 -27.533
H -20.162 7.554 -28.525
C -12.226 7.322 -30.172
H -16.494 -0.418 -34.792
H -15.204 2.744 -24.023
H -20.032 5.882 -20.628
C -21.011 6.228 -22.564
H -17.249 3.598 -23.933
H -13.346 6.730 -26.428
H -21.036 3.664 -23.504
H -20.859 0.197 -26.617
H -17.671 2.303 -31.984
H -16.897 -2.134 -27.660
H -16.950 1.036 -28.187
H -7.506 6.571 -28.853
H -22.409 4.247 -24.354
O -8.603 2.587 -26.951
H -22.935 -0.986 -34.001
H -20.201 -3.409 -27.610
C -18.924 3.163 -35.639
C -22.493 0.401 -32.628
H -12.564 -1.099 -26.950
H -11.054 5.328 -32.210
H -16.460 6.320 -34.311
C -17.032 -0.954 -34.000
H -18.398 5.820 -33.370
H -20.508 5.739 -31.910
C -21.012 -2.003 -26.092
H -23.438 -0.767 -23.994
C -12.281 0.784 -27.957
C -9.702 4.237 -29.178
C -15.563 9.928 -31.247
C -15.742 4.489 -33.282
H -14.792 3.933 -33.294
C -12.838 8.335 -29.171
```

Summary:
HOMO-LUMO gap: 8.1 eV
Maximum force: 2.669 eV Å⁻¹
Spin multiplicity: 1

---

Record 2
Below is a structure of composition C75H65Cl2FGeN6OP3Zr at a distorted geometry, with properties calculated with ωB97M-V/def2-TZVPD.

The geometry in XYZ format:
```
155
C75H65Cl2FGeN6OP3Zr, DFT ωB97M-V/def2-TZVPD
H -5.321 3.672 4.355
H -6.357 4.090 2.129
H -3.452 -2.590 0.629
H 3.010 6.127 0.135
C 4.891 1.203 2.882
N 1.727 -3.082 -0.173
C -4.437 1.741 -1.926
H 3.660 0.925 -5.211
H 1.407 3.878 6.799
C -4.741 -1.961 -0.969
C 0.676 3.384 -2.903
C -4.735 3.200 1.060
H -5.157 -0.750 -4.118
C 0.134 4.093 5.080
H -6.727 0.961 -4.948
H -5.198 3.400 0.109
H -7.880 -3.164 -1.442
C -4.445 0.463 -2.489
H 2.915 -3.001 2.539
H -3.018 2.618 -3.427
H -7.224 -4.577 0.481
C -6.011 -2.127 -1.523
H 7.459 -1.034 2.917
H 0.102 5.174 5.134
N 9.594 -2.948 -3.471
C -0.670 -2.718 -0.626
C -3.391 -0.724 2.575
Cl 6.031 -2.869 1.291
C 3.880 2.425 -0.515
P -1.459 1.235 2.593
C -3.597 2.729 3.518
C 1.812 -1.396 -3.588
H 0.500 -0.604 2.978
N 2.728 0.880 1.795
C 6.290 -3.487 -2.404
Cl 7.299 1.524 4.095
H 2.766 -1.366 -5.498
C -0.577 3.437 4.085
H -4.906 -2.738 4.839
H -6.326 -1.532 -2.370
C -5.280 -3.685 0.652
C -1.916 -1.144 -3.925
P 1.213 1.637 -0.906
C -4.405 -2.737 0.138
C 2.550 2.844 -0.570
O 3.459 -1.397 0.762
H 0.831 -3.303 -2.071
C 0.596 -3.492 -1.030
C 0.210 1.331 4.911
C 3.062 0.477 -4.428
C -2.918 2.321 2.361
H 3.201 2.190 -3.174
H -1.310 -2.369 2.450
C 6.672 -1.158 -2.758
H 1.294 -4.884 0.826
C 1.515 -0.654 -2.451
H 2.056 -1.064 3.194
C -2.819 -1.787 -3.075
Ge -2.944 2.308 -0.783
C -1.284 3.503 -4.243
C -1.367 2.372 -2.071
P -3.465 -0.822 -1.648
C -3.202 -1.498 5.227
C -2.313 -0.558 4.713
H -4.989 -4.288 1.504
C 5.017 -3.148 -1.985
H 6.611 -4.520 -2.428
C 4.579 4.670 -0.019
C -0.474 -2.727 1.854
C 8.504 -2.740 -3.179
C -6.532 -3.849 0.080
C 6.166 0.640 3.160
H 0.259 0.248 4.892
C 4.455 2.474 3.314
C -3.164 -3.113 -3.331
N -0.406 -1.899 0.593
C -6.168 2.414 -3.466
C -5.394 3.602 2.205
C -4.195 -2.034 4.426
C -5.237 0.203 -3.607
H 4.130 1.382 -0.680
C 0.030 3.873 -4.018
H 1.429 -2.398 -3.729
C 4.891 3.334 -0.248
C 2.242 4.179 -0.317
H 1.711 3.645 -2.763
C -1.408 -1.799 -5.037
H -0.676 -3.767 1.604
C -2.399 -0.157 3.382
H 4.346 -3.947 -1.678
H -1.634 -0.112 -3.732
H -2.930 -4.796 -4.640
H -1.796 3.804 -5.148
C -1.965 2.804 -3.265
H -1.164 -1.211 0.639
C 3.256 5.088 -0.045
C -6.101 1.174 -4.091
H 5.113 3.088 3.915
H -3.172 2.525 4.492
H 5.923 3.005 -0.224
C 7.148 -2.465 -2.786
H 2.852 3.890 3.261
H -5.305 3.712 -2.005
C 2.784 1.201 -3.284
C -4.291 -1.640 3.096
N 4.540 -1.901 -1.931
F -3.036 4.074 -1.048
H -3.506 -0.399 1.543
H 0.800 -1.043 -1.720
H 2.570 -2.984 -0.744
C -2.640 -3.772 -4.438
C -1.768 -3.116 -5.296
C -6.898 -3.057 -1.000
H -5.082 -2.029 2.471
H -3.862 -3.628 -2.682
H -3.130 -1.785 6.268
H 0.521 -2.857 3.734
C 2.567 -0.818 -4.587
H 1.387 2.423 1.933
H -0.986 -2.051 -1.426
C 3.207 2.912 2.966
H 1.462 1.410 6.649
C 6.496 -0.599 2.687
C -5.314 2.709 -2.413
H -1.593 -0.117 5.384
H -1.382 -3.626 -6.169
C 2.022 -4.081 0.911
C 1.989 -3.540 2.337
H 0.428 -4.564 -0.950
C 1.967 0.651 -2.293
C 0.870 3.368 6.010
H -1.163 4.019 3.386
C 4.367 -0.791 1.567
H -0.742 -1.275 -5.712
H -1.497 -3.399 -0.453
Zr 1.685 -0.769 0.442
H 1.211 4.513 -0.349
H 4.988 0.073 -2.330
C 2.373 2.085 2.212
H -6.858 3.167 -3.826
H 3.002 -4.525 0.741
C -3.487 2.561 1.117
H 5.368 5.384 0.178
C -4.815 3.370 3.447
C 0.021 2.583 -1.956
C -0.571 2.039 3.997
H 0.556 4.517 -4.710
C 3.997 0.451 2.105
C 5.373 -0.938 -2.335
H 7.305 -0.335 -3.061
N 1.240 -1.210 2.604
C 0.906 1.986 5.920
C 0.798 -2.628 2.705
H 1.985 -4.406 2.999
C 5.594 -1.317 1.880
```

Summary:
HOMO-LUMO gap: 6.0 eV
Total charge: +3
Maximum force: 1.390 eV Å⁻¹
Spin multiplicity: 1